Entry 1:
DFT (ωB97M-V/def2-TZVPD) results for 2 unconnected molecules or ions with the total composition CH5S3.

Each line ends with the natural charge from an NBO analysis.
Positions of all 9 atoms, in Å:
S 1.3270 -3.0213 0.6526  -0.497
H 2.3110 -2.8428 -0.2519  0.125
C -0.7076 1.8947 0.1118  -0.756
S -1.1906 0.1629 0.2308  -0.032
S -0.2140 -0.8175 -1.3547  -0.667
H 0.2334 2.0350 0.6535  0.195
H -1.4870 2.3870 0.6938  0.198
H -0.6548 2.1710 -0.9376  0.218
H 0.3825 -1.9691 0.2017  0.215

Cartesian forces (eV/Å) of the 6 atoms listed first:
-0.5 0.2 0.4
-0.5 0.3 0.0
0.2 -0.6 0.7
-0.1 -0.6 -0.5
-0.5 0.7 0.4
0.1 0.2 -0.4

Calculated values
Lowest unoccupied orbital energy (eV): 3.6
E_tot (hartree): -1235.69185
Maximum force (Eh/bohr): 0.035
Relative energy (zero: lowest compared OMol25 entry of this formula, charge and spin) (kJ/mol): 40.1
Kohn-Sham gap (eV): 6.2
Charge: -1
HOMO level (eV): -2.65



Entry 2:
DFT (ωB97M-V/def2-TZVPD) results for a molecular structure, CH6BNOPS.

Each line ends with the natural charge from an NBO analysis.
Positions of all 12 atoms, in Å:
C 1.8082 -0.4427 0.2242  -0.987
B 0.5350 0.5127 0.1469  0.996
O 0.6325 1.6307 -0.6996  -0.924
N -0.6542 0.2651 0.8773  -1.360
P -1.7937 -0.3722 -0.0162  1.191
S -3.6038 -0.5158 0.7473  -0.778
H 1.7667 -0.9734 1.1694  0.225
H 1.7646 -1.1901 -0.5673  0.219
H 2.7306 0.1264 0.1341  0.207
H 0.0198 2.2714 -0.3386  0.481
H -1.3417 -1.6497 -0.4388  -0.139
H -1.8641 0.3376 -1.2387  -0.132

Cartesian forces (eV/Å) of the 6 atoms listed first:
-0.3 0.4 0.0
-0.2 -0.2 0.4
0.8 0.1 0.2
0.4 0.0 -0.5
-0.2 0.3 0.9
-0.2 -0.2 -0.1

Calculated values
Lowest unoccupied orbital energy (eV): 3.6
E_tot (hartree): -936.23827
Maximum force (Eh/bohr): 0.018
Kohn-Sham gap (eV): 7.7
Charge: -1
HOMO level (eV): -4.11



Entry 3:
DFT (ωB97M-V/def2-TZVPD) results for 2 unconnected molecules or ions with the total composition CH6ClN4.

Each line ends with the natural charge from an NBO analysis.
Positions of all 12 atoms, in Å:
C 1.1656 -0.1541 0.0582  -0.035
N 1.7902 -1.2691 -0.0300  -0.732
N -1.4743 -0.2933 0.7943  -0.468
N -1.8122 0.2484 -0.3274  0.179
N -1.3505 1.3049 -0.7152  -0.424
Cl 2.2138 1.2396 0.0114  -0.026
H 2.8498 -1.4000 -0.0718  0.411
H -1.8192 -1.1980 0.9948  0.426
H -0.7075 0.1271 1.3640  0.421
H 1.2696 -2.1220 -0.0425  0.413
H -1.5242 1.5561 -1.6573  0.416
H -0.6011 1.9603 -0.3785  0.418

Cartesian forces (eV/Å) of the 6 atoms listed first:
-0.2 0.9 0.0
2.8 -0.6 -0.1
0.7 3.0 -0.6
-1.1 -3.9 2.1
2.7 3.7 -0.6
0.1 -0.3 0.0

Calculated values
Lowest unoccupied orbital energy (eV): -4.3
E_tot (hartree): -720.54907
Maximum force (Eh/bohr): 0.089
Relative energy (zero: lowest compared OMol25 entry of this formula, charge and spin) (kJ/mol): 126.1
Kohn-Sham gap (eV): 9.0
Charge: +1
HOMO level (eV): -13.27



Entry 4:
DFT (ωB97M-V/def2-TZVPD) results for a molecular structure, CH6F3PSi2.

Each line ends with the natural charge from an NBO analysis.
Positions of all 13 atoms, in Å:
C 0.0759 0.8941 0.8377  -1.191
F 2.0279 -0.1620 -1.2284  -0.558
F 2.8487 1.1329 0.4054  -0.565
F 2.1012 -0.9305 0.9524  -0.571
Si -1.4073 1.7418 0.0009  0.896
Si -0.3635 -1.8486 0.0317  0.799
P 1.4872 0.3060 0.1884  2.126
H -1.0353 2.9637 -0.6552  -0.157
H -2.3092 1.8847 1.1416  -0.155
H -1.8144 0.7458 -0.9367  -0.171
H 0.4598 -2.7028 -0.9409  -0.132
H -1.4383 -1.5257 -1.0062  -0.151
H -0.6327 -2.4994 1.2091  -0.170

Cartesian forces (eV/Å) of the 6 atoms listed first:
0.9 -2.1 -1.9
-1.1 0.1 -0.4
-1.4 0.6 0.3
-0.4 -0.5 0.4
1.4 -1.0 1.4
0.3 2.3 -3.6

Calculated values
Lowest unoccupied orbital energy (eV): -1.3
E_tot (hartree): -1261.55660
Maximum force (Eh/bohr): 0.084
Relative energy (zero: lowest compared OMol25 entry of this formula, charge and spin) (kJ/mol): 242.7
Kohn-Sham gap (eV): 8.2
HOMO level (eV): -9.57



Entry 5:
DFT (ωB97M-V/def2-TZVPD) results for 2 unconnected molecules or ions with the total composition CH6IN3O.

Each line ends with the natural charge from an NBO analysis.
Positions of all 12 atoms, in Å:
C -1.8634 0.5334 -0.6504  -0.535
N -0.4284 -1.4065 0.0738  -0.377
N 2.2457 0.3735 0.3126  -1.009
N -1.6427 0.3287 0.8108  -0.079
O -0.9179 -0.7230 1.0520  -0.016
I 4.1375 -0.2920 0.4193  0.272
H -2.5725 -0.3108 -0.9257  0.224
H -2.2721 1.5062 -0.7536  0.219
H -1.0150 0.2044 -1.2267  0.240
H 2.2195 0.8201 -0.6081  0.363
H 0.0899 -2.2242 0.5971  0.323
H 2.0195 1.1902 0.8988  0.374

Cartesian forces (eV/Å) of the 6 atoms listed first:
-0.5 -2.8 1.9
0.9 -2.4 0.8
-1.2 1.2 -0.7
0.5 -0.2 -0.9
-0.5 1.0 -0.1
0.7 -0.1 0.4

Calculated values
Lowest unoccupied orbital energy (eV): -0.2
E_tot (hartree): -578.67225
Maximum force (Eh/bohr): 0.067
Relative energy (zero: lowest compared OMol25 entry of this formula, charge and spin) (kJ/mol): 179.6
Kohn-Sham gap (eV): 8.7
HOMO level (eV): -8.88



Entry 6:
DFT (ωB97M-V/def2-TZVPD) results for 2 unconnected molecules or ions with the total composition CH6N2O2.

Each line ends with the natural charge from an NBO analysis.
Positions of all 11 atoms, in Å:
N -1.1912 -0.5839 0.8505  -0.859
C -0.4153 -0.6989 -0.2850  0.781
N -0.9315 -1.4803 -1.3388  -0.844
O 0.7186 -0.2892 -0.2344  -0.653
H -2.1738 -0.7143 0.7566  0.371
H -0.9465 -0.2038 1.7694  0.416
H -1.8188 -2.0093 -1.1554  0.393
H -0.4600 -1.5311 -2.1287  0.395
H 2.6008 2.8788 1.1953  0.452
H 1.9551 1.9827 0.2365  0.481
O 2.6626 2.6494 0.3340  -0.934

Cartesian forces (eV/Å) of the 6 atoms listed first:
-1.4 -0.3 0.0
0.4 -1.2 1.0
-4.1 0.8 6.4
0.8 0.6 -1.0
-0.5 -0.2 0.0
0.7 -0.1 -1.3

Calculated values
Lowest unoccupied orbital energy (eV): 0.6
Structure (SMILES): NC(N)=O.O
E_tot (hartree): -301.70487
Maximum force (Eh/bohr): 0.148
Relative energy (zero: lowest compared OMol25 entry of this formula, charge and spin) (kJ/mol): 103.0
Kohn-Sham gap (eV): 10.8
HOMO level (eV): -10.22



Entry 7:
DFT (ωB97M-V/def2-TZVPD) results for 2 unconnected molecules or ions with the total composition CH6N2O2.

Each line ends with the natural charge from an NBO analysis.
Positions of all 11 atoms, in Å:
N 0.1977 -1.6414 1.1188  -0.841
C 0.1236 -0.6951 0.1174  0.782
N -1.1278 -0.1931 -0.1047  -0.841
O 1.1113 -0.3951 -0.5313  -0.678
H -0.5825 -1.7865 1.7095  0.377
H 1.0949 -1.8928 1.4708  0.405
H -1.7952 -0.2448 0.6518  0.378
H -1.2311 0.6068 -0.6998  0.423
H 0.8971 1.3564 -1.5747  0.502
H 0.8280 2.6670 -0.6871  0.472
O 0.4839 2.2186 -1.4707  -0.980

Cartesian forces (eV/Å) of the 6 atoms listed first:
-0.2 0.4 -0.6
0.4 -0.3 0.3
-0.5 -0.2 0.5
0.0 0.1 -0.2
-0.5 -0.2 0.5
0.4 0.0 0.0

Calculated values
Lowest unoccupied orbital energy (eV): 0.7
Structure (SMILES): NC(N)=O.O
E_tot (hartree): -301.73610
Maximum force (Eh/bohr): 0.019
Relative energy (zero: lowest compared OMol25 entry of this formula, charge and spin) (kJ/mol): 21.0
Kohn-Sham gap (eV): 11.0
HOMO level (eV): -10.30



Entry 8:
DFT (ωB97M-V/def2-TZVPD) results for 2 unconnected molecules or ions with the total composition CH6N2O2.

Each line ends with the natural charge from an NBO analysis.
Positions of all 11 atoms, in Å:
C 1.1958 0.0577 -0.1249  0.494
N -1.8291 -0.9823 0.0902  -0.643
N -0.9808 0.0812 0.2695  -0.569
O 1.3306 1.0758 -1.1056  -0.693
O 1.6287 0.2878 1.1099  -0.700
H 1.4761 -0.8617 -0.5265  0.143
H -2.2080 -1.2777 -0.9549  0.320
H -1.5707 -1.8465 0.5701  0.357
H -1.2832 0.7634 -0.3547  0.322
H 1.3733 1.8563 -0.4994  0.468
H 0.8673 0.8459 1.5263  0.502

Cartesian forces (eV/Å) of the 6 atoms listed first:
-3.1 1.3 -1.6
-1.8 -1.8 -2.9
3.1 -1.7 1.3
0.1 -0.1 2.8
-1.8 1.9 1.1
0.3 -1.5 -0.6

Calculated values
Lowest unoccupied orbital energy (spin up / spin down) (eV): 0.8 / 0.8
E_tot (hartree): -301.53869
Maximum force (Eh/bohr): 0.074
Relative energy (zero: lowest compared OMol25 entry of this formula, charge and spin) (kJ/mol): 539.3
Kohn-Sham gap (spin up / spin down) (eV): 8.0 / 7.7
HOMO level (spin up / spin down) (eV): -7.19 / -6.91



Entry 9:
DFT (ωB97M-V/def2-TZVPD) results for a molecular structure, CH6N2OP2S.

Each line ends with the natural charge from an NBO analysis.
Positions of all 13 atoms, in Å:
C -0.9555 0.4573 -1.0175  -0.420
N 2.4974 -0.3620 -0.7749  -1.301
N -0.7066 0.7793 0.3583  -0.875
O 1.2873 -0.0964 1.6735  -0.957
P 2.1282 1.2025 -0.7823  0.682
P 3.1663 -1.1575 0.4384  0.975
S 0.7610 1.1935 1.1438  1.134
H -1.8863 -0.0233 -1.1448  0.206
H -0.8216 1.3264 -1.5969  0.196
H -0.2600 -0.2554 -1.4997  0.191
H -1.4766 0.2784 0.8260  0.401
H 2.9653 1.6403 0.1586  -0.125
H 2.9595 -2.3663 -0.2088  -0.107

Cartesian forces (eV/Å) of the 6 atoms listed first:
2.5 -0.6 -1.1
0.0 -1.2 -0.1
-1.1 -0.1 0.9
0.5 -0.6 1.3
-1.5 1.1 -1.4
-0.4 1.3 -0.3

Calculated values
Lowest unoccupied orbital energy (eV): -0.7
E_tot (hartree): -1307.23944
Maximum force (Eh/bohr): 0.057
Relative energy (zero: lowest compared OMol25 entry of this formula, charge and spin) (kJ/mol): 173.4
Kohn-Sham gap (eV): 7.8
HOMO level (eV): -8.54



Entry 10:
DFT (ωB97M-V/def2-TZVPD) results for 2 unconnected molecules or ions with the total composition CH6N2S.

Each line ends with the natural charge from an NBO analysis.
Positions of all 10 atoms, in Å:
S -1.6953 -0.2545 0.3391  -0.957
H -1.8120 0.8474 1.1006  0.102
N 0.8818 0.1497 -1.4033  -0.800
C 1.1546 -0.2973 -0.1827  0.449
N 1.3886 0.5631 0.7784  -0.719
H 0.0291 0.7093 -1.3480  0.456
H 0.8490 -0.5518 -2.1283  0.403
H 1.1482 -1.3444 0.0991  0.225
H 1.0611 0.3629 1.7114  0.433
H 1.5030 1.5499 0.6001  0.408

Cartesian forces (eV/Å) of the 6 atoms listed first:
0.1 0.0 -0.2
0.1 -0.1 0.1
0.7 -0.4 -0.5
-1.3 0.1 0.7
0.6 0.6 0.7
-0.1 0.3 -0.2

Calculated values
Lowest unoccupied orbital energy (eV): -0.1
E_tot (hartree): -549.33583
Maximum force (Eh/bohr): 0.030
Relative energy (zero: lowest compared OMol25 entry of this formula, charge and spin) (kJ/mol): 134.9
Kohn-Sham gap (eV): 6.9
HOMO level (eV): -7.01



Q: What is the maximum force in the second record?
A: 0.018 Eh/bohr



Q: Look up the E_tot of the ninth one.
A: -1307.23944 hartree



Q: What is the formula in the ninth record?
A: CH6N2OP2S